7 unconnected molecules or ions with the total composition C28H67NO7 in a non-equilibrium geometry, computed with ωB97M-V/def2-TZVPD.

```
103
Properties=species:S:1:pos:R:3:forces:R:3
C 6.511151 -3.314894 -0.047835 -0.56 0.67 -0.70
C 5.867021 -1.957707 -0.623384 0.26 0.02 -0.22
C 6.734770 -0.658472 -0.295511 0.31 -0.27 0.77
C 6.363834 0.063712 1.078579 0.39 0.78 -0.26
C 5.372361 1.323406 0.896568 0.70 -0.74 -0.17
C 4.095947 0.987101 0.009857 -0.94 0.82 -0.12
C 2.791407 1.853923 0.408445 1.50 0.56 0.12
C 2.359846 1.626498 1.926266 -1.15 0.72 -0.37
C 0.975867 0.805018 2.086836 0.55 0.47 1.35
C 1.188340 -0.707154 2.543636 0.48 0.47 -0.04
C 1.595696 -1.720014 1.378876 -0.79 -0.87 0.33
C 1.006512 -1.374587 -0.054116 0.92 -0.97 -0.02
C 1.528547 -2.357601 -1.216336 -1.13 0.34 -0.48
C 1.094655 -1.600946 -2.568384 -1.73 -0.47 1.89
N 0.885175 -2.633072 -3.635354 2.27 0.20 1.25
C 1.063678 -3.934120 -3.008995 0.22 -0.30 -1.14
O 1.388147 -4.950663 -3.631258 -0.84 2.19 1.75
C 0.742328 -3.729120 -1.438041 0.95 -0.06 -1.59
H 7.630787 -3.327639 -0.209451 -1.24 0.02 0.36
H 6.066771 -4.165588 -0.656238 0.50 0.81 1.03
H 6.246303 -3.411036 1.055837 0.56 -0.07 -1.45
H 4.820067 -1.900909 -0.192332 1.19 0.18 -0.50
H 5.741817 -1.991191 -1.757806 0.22 -0.27 1.44
H 7.826370 -0.992445 -0.198409 -1.45 0.38 -0.29
H 6.715737 0.112700 -1.128784 -0.16 -0.98 0.90
H 5.962342 -0.671367 1.847524 0.35 0.80 -1.01
H 7.341900 0.484485 1.502393 -1.36 -0.58 -0.39
H 5.969444 2.146118 0.368419 -0.85 -1.05 0.73
H 5.146618 1.699604 1.939196 -0.05 -0.34 -1.23
H 3.762314 -0.097553 0.059670 0.78 1.20 -0.09
H 4.362782 1.285943 -1.063196 -0.45 -0.84 1.32
H 3.115640 2.946455 0.281857 -0.52 -1.36 0.22
H 1.941383 1.713060 -0.340856 1.07 -0.05 1.13
H 3.189913 1.191878 2.574097 -1.08 0.31 -1.01
H 2.157505 2.666186 2.363434 0.31 -1.40 -0.54
H 0.314168 0.945456 1.181161 0.82 -0.35 0.93
H 0.432504 1.324788 2.952781 0.59 -0.80 -1.17
H 0.277620 -1.039225 3.143895 1.06 0.21 -1.07
H 2.061338 -0.698193 3.282778 -1.24 0.00 -0.81
H 1.154151 -2.738421 1.670716 0.69 1.25 -0.40
H 2.728436 -1.890816 1.374038 -1.48 0.51 -0.27
H -0.132632 -1.459738 -0.065995 1.49 0.33 0.17
H 1.329929 -0.332439 -0.355772 -0.54 -1.13 0.34
H 2.644867 -2.613920 -1.187043 -1.42 0.64 0.09
H 0.024206 -1.280042 -2.343165 1.54 0.48 -0.16
H 1.768795 -0.717775 -2.776742 -0.84 -1.16 -0.27
H 1.582650 -2.345042 -4.330808 -0.57 -1.31 -0.36
H 1.179127 -4.636594 -0.914819 -0.94 1.21 -0.38
H -0.392417 -3.605161 -1.393516 1.52 -0.24 0.42
C -2.948158 -0.396303 -5.633936 -0.01 -0.08 -0.14
C -2.698537 -0.727365 -4.175535 -0.06 0.38 -0.07
O -1.865347 0.259396 -3.580373 0.16 -0.06 0.06
H -2.003859 -0.339738 -6.180640 -0.04 -0.09 0.07
H -3.582708 -1.151817 -6.103334 0.00 0.07 -0.03
H -3.432775 0.579409 -5.731307 -0.08 -0.08 0.03
H -2.195147 -1.692122 -4.083903 0.09 0.13 0.09
H -3.641024 -0.774510 -3.619610 -0.07 -0.15 -0.07
H -2.319594 1.109544 -3.655846 0.04 -0.07 0.23
C 7.319817 -7.297278 2.108696 -0.12 -0.08 -0.07
C 8.313577 -6.289018 1.565699 0.01 -0.16 0.38
O 8.497823 -5.229588 2.498418 0.03 0.22 -0.08
H 6.359244 -6.817369 2.310630 0.06 0.00 -0.10
H 7.164065 -8.113518 1.399558 -0.01 -0.01 0.08
H 7.672523 -7.716779 3.055316 0.05 -0.07 -0.09
H 7.948021 -5.856671 0.632740 0.07 0.14 0.14
H 9.282564 -6.760304 1.371538 -0.06 -0.09 -0.16
H 8.829111 -5.616798 3.317250 -0.05 0.08 -0.11
C -4.827659 1.778106 -0.249765 -0.07 -0.23 -0.01
C -3.500554 2.390740 -0.646835 -0.34 0.09 0.08
O -3.498587 2.711330 -2.035529 0.21 -0.03 -0.35
H -5.021592 0.873219 -0.832028 0.14 0.00 0.04
H -4.837443 1.523730 0.811571 -0.08 0.08 -0.05
H -5.648767 2.470696 -0.452432 0.07 0.04 0.16
H -2.685185 1.688492 -0.463188 0.01 0.07 -0.22
H -3.306594 3.303159 -0.075169 -0.01 -0.10 0.14
H -4.214447 3.338719 -2.190702 0.10 -0.09 0.04
C -3.858319 -5.761784 0.639909 -0.13 -0.05 -0.07
C -2.612562 -5.067455 0.125464 -0.04 -0.14 0.41
O -2.292278 -3.951299 0.949815 0.10 0.21 -0.11
H -4.702996 -5.069079 0.657789 0.07 -0.03 -0.09
H -4.116790 -6.616947 0.011344 -0.01 0.00 0.07
H -3.710333 -6.111672 1.665582 0.05 -0.09 -0.07
H -2.771958 -4.701527 -0.890587 0.09 0.13 0.12
H -1.759136 -5.753196 0.115371 -0.06 -0.10 -0.18
H -2.143628 -4.282250 1.843486 -0.01 0.07 -0.12
C -6.742284 6.097244 1.159287 -0.30 -0.20 -0.12
C -6.710000 4.684347 1.707947 0.35 0.43 0.06
O -5.390508 4.150227 1.631860 0.12 -0.24 0.01
H -6.403372 6.111503 0.119512 -0.02 -0.08 0.03
H -7.753722 6.515848 1.207509 0.52 -0.16 0.02
H -6.067000 6.746882 1.724533 -0.11 0.01 0.08
H -7.368401 4.034610 1.127965 0.18 -0.09 0.05
H -7.037430 4.664688 2.752354 -0.19 0.01 -0.05
H -4.814856 4.722108 2.153264 -0.09 -0.07 -0.08
C -8.900747 10.621589 1.435034 0.01 0.12 0.08
C -8.029451 9.406802 1.182559 -0.35 0.09 -0.16
O -8.751469 8.212330 1.465309 -0.33 0.24 0.11
H -9.241194 10.639540 2.472940 0.11 0.00 -0.05
H -8.354363 11.544274 1.227140 -0.07 -0.01 -0.01
H -9.794980 10.593583 0.805998 0.09 0.05 -0.07
H -7.149219 9.427496 1.827478 -0.09 -0.18 -0.01
H -7.693923 9.377153 0.140857 0.14 0.13 0.03
H -9.523568 8.194737 0.886290 0.07 0.03 0.12
```
Positions in Å, forces in eV/Å.

Output
E: -45941.29728 eV

Atomic partial charges in e from the Löwdin method, atoms 1 to 99:
1. C -0.13
2. C -0.26
3. C -0.22
4. C -0.21
5. C -0.21
6. C -0.21
7. C -0.21
8. C -0.19
9. C -0.21
10. C -0.20
11. C -0.19
12. C -0.17
13. C -0.27
14. C -0.17
15. N 0.04
16. C -0.40
17. O 0.03
18. C -0.05
19. H 0.07
20. H 0.07
21. H 0.08
22. H 0.06
23. H 0.11
24. H 0.10
25. H 0.11
26. H 0.11
27. H 0.11
28. H 0.11
29. H 0.10
30. H 0.08
31. H 0.12
32. H 0.11
33. H 0.10
34. H 0.10
35. H 0.11
36. H 0.10
37. H 0.10
38. H 0.11
39. H 0.11
40. H 0.11
41. H 0.10
42. H 0.13
43. H 0.08
44. H 0.14
45. H 0.11
46. H 0.13
47. H 0.12
48. H 0.13
49. H 0.12
50. C -0.09
51. C -0.32
52. O -0.10
53. H 0.08
54. H 0.07
55. H 0.07
56. H 0.10
57. H 0.11
58. H 0.06
59. C -0.09
60. C -0.33
61. O -0.09
62. H 0.08
63. H 0.07
64. H 0.07
65. H 0.10
66. H 0.11
67. H 0.08
68. C -0.10
69. C -0.31
70. O -0.09
71. H 0.07
72. H 0.08
73. H 0.06
74. H 0.11
75. H 0.10
76. H 0.08
77. C -0.10
78. C -0.34
79. O -0.10
80. H 0.08
81. H 0.07
82. H 0.07
83. H 0.11
84. H 0.11
85. H 0.08
86. C -0.09
87. C -0.31
88. O -0.10
89. H 0.08
90. H 0.05
91. H 0.08
92. H 0.11
93. H 0.11
94. H 0.09
95. C -0.09
96. C -0.32
97. O -0.12
98. H 0.08
99. H 0.08

=====

8 unconnected molecules or ions with the total composition C28H68F12N6O4P2 in a non-equilibrium geometry, computed with ωB97M-V/def2-TZVPD.

```
120
Properties=species:S:1:pos:R:3:forces:R:3
C 4.284468 2.035641 0.989436 -0.95 -0.45 1.31
C 4.707429 0.654327 1.434327 0.54 0.25 -0.43
O 5.631927 0.072179 0.980930 0.01 -0.34 0.13
N 3.900281 0.020467 2.508000 -0.96 0.33 0.70
H 2.978858 0.473909 2.520613 -0.14 -0.35 -0.01
H 3.709084 -0.977213 2.320137 0.20 -0.24 -0.38
C 4.472851 0.110189 3.911655 0.51 -0.05 -0.82
H 4.038449 1.970347 -0.064765 0.46 0.36 -0.16
H 5.039149 2.748755 1.312211 0.32 -0.01 -0.66
H 3.366576 2.319051 1.510248 -0.02 -0.01 -0.14
H 3.821361 -0.474802 4.549740 0.07 0.00 0.09
H 4.544938 1.153057 4.205539 -0.13 0.02 0.05
H 5.467595 -0.319135 3.826851 -0.02 -0.12 0.37
C -4.491825 -4.479053 3.047796 -0.03 -0.28 -0.05
C -3.365982 -3.831277 3.798967 -1.36 -1.27 -0.74
O -3.385674 -2.756249 4.269796 0.61 0.80 0.31
N -2.177031 -4.702774 4.039092 1.65 0.38 0.59
H -1.880835 -4.561629 5.011964 -0.43 0.14 0.08
H -2.280324 -5.715623 3.961423 -0.46 0.07 -0.42
C -0.886772 -4.234654 3.295220 -0.67 -0.34 0.85
H -4.559310 -5.550569 3.244635 -0.08 0.08 0.27
H -4.418559 -4.423383 1.959234 0.30 0.33 0.04
H -5.395030 -3.965376 3.366064 -0.11 -0.14 -0.08
H -0.122526 -4.669243 3.929302 0.49 0.10 -0.53
H -0.879306 -3.152727 3.381094 0.15 0.03 -0.18
H -0.875635 -4.605570 2.280619 -0.06 -0.02 -0.01
C 1.178979 4.551878 2.552639 1.25 0.11 -0.13
C 2.052085 5.000016 3.698285 -1.39 0.21 -1.14
O 2.373393 4.398500 4.646586 0.68 0.10 0.32
N 2.299062 6.538939 3.687821 1.13 1.41 -0.60
H 3.301862 6.787328 3.716911 0.04 -0.74 1.18
H 2.172510 7.071849 2.815923 -1.26 -0.79 -0.21
C 1.554785 7.202227 4.815761 0.80 -0.28 1.13
H 0.444794 5.320532 2.316528 -0.50 -0.33 0.39
H 0.863527 3.542872 2.803588 -0.64 0.17 -0.14
H 1.748039 4.478660 1.618367 0.29 -0.04 0.18
H 0.515602 6.893809 4.869595 -0.09 0.19 -0.57
H 1.725269 8.273392 4.788632 -0.30 0.05 -0.24
H 2.015767 6.828846 5.731221 0.01 0.04 -0.05
C 0.550230 3.277035 -3.521566 -0.35 0.49 0.19
C 0.182644 2.814462 -4.891653 1.65 2.01 1.18
O -0.167792 1.765293 -5.206356 -1.08 -2.47 -0.94
N 0.377318 3.856322 -6.007168 0.74 0.94 -0.72
H -0.243104 4.666081 -5.878515 -0.56 -0.44 -0.16
H 1.274990 4.355638 -5.954659 0.22 -0.52 0.44
C 0.310582 3.276912 -7.396959 -1.20 0.17 -0.26
H -0.386367 3.580579 -3.040632 0.08 0.05 0.07
H 1.226731 4.129676 -3.501587 0.00 -0.01 -0.12
H 0.964249 2.461756 -2.932436 -0.04 -0.12 -0.17
H -0.574719 2.650269 -7.445021 0.10 -0.17 0.04
H 1.196143 2.701673 -7.637254 0.14 0.08 0.22
H 0.142001 4.089653 -8.099535 0.33 0.08 0.03
C 5.336310 -2.373839 -1.578772 -0.27 -0.69 -0.56
C 4.121879 -2.725570 -2.458635 0.20 -0.56 -0.33
C 2.863863 -2.812711 -1.610874 -0.20 0.38 -0.31
N 1.603671 -3.207473 -2.347188 -0.85 0.42 -0.60
C 1.734151 -4.587460 -2.938586 1.27 1.04 0.23
C 1.295157 -2.154129 -3.442463 1.33 -2.14 -0.48
C -0.171676 -2.281002 -3.705358 -0.70 0.35 1.23
C -0.795565 -2.675293 -2.308648 0.01 1.05 -1.42
C 0.369917 -3.119952 -1.467852 1.00 -0.83 1.49
H 5.469997 -1.303285 -1.454656 -0.07 0.00 0.26
H 6.211146 -2.781129 -2.082651 0.17 0.22 0.12
H 5.243835 -2.906363 -0.632537 0.15 0.31 0.19
H 4.314662 -3.684245 -2.948105 0.05 -0.07 0.20
H 4.043143 -2.026079 -3.294712 -0.22 0.19 0.19
H 2.658414 -1.805428 -1.243561 -0.10 -0.24 0.52
H 2.964895 -3.538036 -0.804869 0.13 0.23 0.20
H 0.773582 -4.895154 -3.326142 0.03 -0.42 0.10
H 2.221324 -5.181554 -2.167418 -0.80 -0.48 0.14
H 2.512845 -4.528942 -3.697942 -0.41 -0.05 -0.40
H 1.878530 -2.609700 -4.244600 0.01 0.90 -0.43
H 1.747885 -1.216987 -3.138964 -0.42 0.20 0.13
H -0.381765 -3.101543 -4.385625 0.16 0.13 -0.24
H -0.661022 -1.382797 -4.072797 0.27 0.06 -0.24
H -1.557238 -3.377460 -2.640718 0.03 -0.53 1.07
H -1.283350 -1.823652 -1.833897 -0.01 0.00 -0.06
H 0.181980 -4.040187 -0.908149 0.30 -0.36 -0.55
H 0.751727 -2.491477 -0.657411 -0.92 0.74 -0.20
C -3.541349 1.909709 -3.759467 0.45 -1.39 0.10
C -4.393054 1.973465 -2.480964 -0.59 -0.08 -1.30
C -3.889308 0.995431 -1.443545 1.69 0.70 -0.56
N -4.427496 1.088718 -0.070038 -0.91 -1.30 0.61
C -4.199033 2.394109 0.612182 0.08 -0.06 -0.46
C -5.924312 0.768940 -0.070592 -0.53 0.58 -0.72
C -6.205861 0.069345 1.232598 0.01 -0.37 0.22
C -4.981308 -0.829993 1.360036 0.25 0.15 0.78
C -3.825990 -0.027446 0.780216 1.00 -0.92 0.09
H -4.053320 2.354196 -4.609044 0.33 0.72 0.18
H -3.400406 0.880779 -4.126503 -0.30 -0.11 0.40
H -2.502339 2.196752 -3.572291 -0.19 0.70 -0.24
H -5.376321 1.667619 -2.850637 -0.22 0.13 0.51
H -4.468088 3.024062 -2.200830 0.06 -0.13 0.47
H -2.803536 1.109339 -1.322972 -0.04 0.19 0.02
H -3.984303 -0.012872 -1.846361 -0.47 -0.12 0.40
H -3.123809 2.554532 0.644512 -0.02 0.18 0.05
H -4.605114 2.332113 1.616968 0.03 -0.04 0.03
H -4.728779 3.161066 0.053442 0.17 0.12 0.05
H -6.472031 1.692565 -0.258320 0.06 0.07 0.27
H -6.123798 0.162063 -0.954749 0.16 -0.33 0.21
H -6.328060 0.777420 2.052670 0.25 0.01 0.03
H -7.096465 -0.555580 1.254770 -0.20 0.28 -0.41
H -4.761446 -1.092340 2.395265 -0.08 -0.03 0.00
H -5.133275 -1.762631 0.816664 -0.02 0.09 -0.15
H -3.093010 0.338182 1.501040 -0.59 0.66 0.22
H -3.156492 -0.679980 0.213582 -0.37 0.26 -0.67
P 0.287537 0.406980 1.176847 1.77 -0.47 0.28
F 1.241602 1.667042 0.739228 -0.40 0.47 0.02
F 1.506331 -0.543860 0.631454 -0.55 -0.23 -0.31
F 1.041604 0.373815 2.622086 -0.30 0.72 0.14
F -0.576244 -0.852933 1.631388 -0.37 -0.14 -0.35
F -0.824124 1.430984 1.720999 -0.12 0.08 0.00
F -0.385661 0.406607 -0.292711 -0.24 -0.02 -0.10
P 2.646362 -3.518343 2.880238 0.62 0.19 0.36
F 3.266572 -2.665049 1.601349 -0.08 -0.17 -0.37
F 3.518752 -4.793284 2.516997 0.06 0.08 0.06
F 3.867310 -2.920648 3.756583 -0.22 0.28 0.13
F 2.001392 -4.184966 4.186771 0.00 -0.42 -0.12
F 1.738206 -2.187601 3.190134 0.08 -0.18 -0.15
F 1.477616 -4.129713 1.925469 -0.37 0.49 -0.11
```
Positions in Å, forces in eV/Å.

Output
Charge: +4
E: -98433.49820 eV

Atomic partial charges in e from the Löwdin method, atoms 1 to 99:
1. C 0.03
2. C -0.40
3. O 0.19
4. N 0.09
5. H 0.11
6. H 0.12
7. C 0.06
8. H 0.10
9. H 0.10
10. H 0.05
11. H 0.10
12. H 0.10
13. H 0.11
14. C 0.03
15. C -0.42
16. O 0.19
17. N 0.10
18. H 0.19
19. H 0.18
20. C 0.05
21. H 0.10
22. H 0.10
23. H 0.11
24. H 0.09
25. H 0.10
26. H 0.10
27. C 0.04
28. C -0.38
29. O 0.22
30. N 0.07
31. H 0.19
32. H 0.18
33. C 0.03
34. H 0.10
35. H 0.09
36. H 0.10
37. H 0.11
38. H 0.12
39. H 0.11
40. C 0.04
41. C -0.42
42. O 0.21
43. N 0.09
44. H 0.20
45. H 0.19
46. C 0.03
47. H 0.10
48. H 0.10
49. H 0.10
50. H 0.10
51. H 0.12
52. H 0.12
53. C -0.06
54. C -0.22
55. C -0.14
56. N -0.26
57. C 0.05
58. C -0.08
59. C -0.13
60. C -0.12
61. C -0.10
62. H 0.07
63. H 0.09
64. H 0.08
65. H 0.11
66. H 0.11
67. H 0.12
68. H 0.14
69. H 0.12
70. H 0.12
71. H 0.10
72. H 0.13
73. H 0.13
74. H 0.12
75. H 0.11
76. H 0.12
77. H 0.09
78. H 0.14
79. H 0.11
80. C -0.09
81. C -0.21
82. C -0.16
83. N -0.25
84. C 0.04
85. C -0.09
86. C -0.13
87. C -0.14
88. C -0.10
89. H 0.09
90. H 0.08
91. H 0.05
92. H 0.12
93. H 0.12
94. H 0.13
95. H 0.15
96. H 0.11
97. H 0.12
98. H 0.11
99. H 0.14

=====

LUMO, respectively: 0.65, -8.51 eV.